Here is C11H13N3OTl as an isolated structure from the OMol25 dataset. Energies are from ωB97M-V/def2-TZVPD.

## Properties
LUMO energy (eV): -2.587
Charge: +1

Atoms and positions in Å:
Tl -1.936 0.461 -1.532
N 1.748 -0.198 -0.263
C 1.030 -1.373 -0.429
C 1.727 -2.570 -0.195
C 1.073 -3.767 -0.337
C -0.272 -3.771 -0.708
C -0.873 -2.558 -0.919
N -0.250 -1.369 -0.787
C 1.428 1.154 -0.306
C 2.445 2.050 0.057
C 2.189 3.398 0.039
C 0.924 3.847 -0.337
C -0.007 2.901 -0.680
N 0.224 1.574 -0.675
H 2.704 -0.362 0.004
H 2.770 -2.536 0.095
H 1.600 -4.696 -0.163
H -0.823 -4.691 -0.834
H -1.915 -2.512 -1.217
H 3.416 1.671 0.351
H 2.964 4.100 0.315
H 0.680 4.898 -0.363
H -1.004 3.206 -0.983
C -3.669 0.276 1.704
O -2.376 0.322 1.078
H -3.576 0.341 2.786
H -4.207 -0.634 1.437
H -4.226 1.139 1.349
H -1.786 -0.300 1.515

Atomic partial charges in e from the Mulliken method, atoms 1 to 4:
1 Tl 0.8651
2 N -0.0911
3 C 0.6085
4 C -0.7155

***

Here is a 9-piece molecular cluster, C43H58ClF24IN3O19 overall at a distorted geometry from the OMol25 dataset. Energies are from ωB97M-V/def2-TZVPD.

## Properties
LUMO energy (eV): -4.267
Charge: +1

Atoms and positions in Å:
C 1.167 3.112 -0.152
C 1.418 1.740 0.409
O 0.235 0.929 0.285
C 0.317 -0.277 0.857
O 1.352 -0.754 1.314
C -0.964 -1.074 0.902
C -2.184 -0.375 0.262
C -3.331 -0.115 1.262
N -3.924 1.206 1.007
I -2.970 2.831 1.804
C -4.977 1.356 0.259
N -5.672 0.369 -0.355
C -7.115 0.826 -0.434
C -7.011 2.263 0.076
C -7.650 2.647 1.403
C -7.463 1.622 2.480
O -6.815 0.608 2.388
Cl -8.247 2.039 4.014
N -5.585 2.538 -0.099
H 0.666 3.771 0.549
H 2.140 3.548 -0.347
H 0.629 3.081 -1.093
H 2.242 1.276 -0.120
H 1.703 1.801 1.454
H -1.175 -1.271 1.946
H -0.805 -2.014 0.395
H -2.555 -0.976 -0.560
H -1.905 0.584 -0.158
H -2.949 -0.136 2.273
H -4.067 -0.899 1.149
H -5.670 -0.524 0.122
H -7.394 0.686 -1.470
H -7.747 0.192 0.172
H -7.546 2.863 -0.661
H -8.692 2.912 1.273
H -7.165 3.553 1.764
H -5.271 3.380 0.365
C 0.507 -6.498 -1.290
C -0.714 -7.035 -1.999
O -1.918 -6.754 -1.250
C -2.420 -5.546 -1.393
O -1.990 -4.659 -2.069
C -3.713 -5.420 -0.571
F -3.573 -5.920 0.656
F -4.718 -6.064 -1.164
F -4.058 -4.135 -0.454
H 0.559 -6.889 -0.275
H 1.411 -6.786 -1.824
H 0.477 -5.411 -1.222
H -0.664 -8.118 -2.077
H -0.803 -6.636 -3.008
C -4.880 3.059 -3.142
C -3.943 2.997 -4.327
O -3.963 4.229 -5.067
C -3.218 5.205 -4.573
O -2.552 5.157 -3.583
C -3.296 6.436 -5.492
F -4.555 6.682 -5.858
F -2.573 6.226 -6.594
F -2.823 7.508 -4.875
H -5.889 3.323 -3.467
H -4.912 2.095 -2.638
H -4.559 3.817 -2.427
H -4.267 2.224 -5.020
H -2.925 2.760 -4.020
C 5.309 -7.099 2.553
C 5.222 -8.608 2.485
O 3.885 -9.037 2.150
C 3.575 -9.010 0.867
O 4.280 -8.678 -0.037
C 2.138 -9.518 0.673
F 1.300 -8.975 1.563
F 2.081 -10.843 0.817
F 1.695 -9.212 -0.544
H 4.566 -6.710 3.250
H 6.293 -6.797 2.885
H 5.116 -6.650 1.579
H 5.435 -9.045 3.458
H 5.936 -9.022 1.775
C 7.405 7.744 0.514
C 7.349 6.233 0.552
O 5.998 5.755 0.375
C 5.566 5.694 -0.873
O 6.167 5.989 -1.858
C 4.137 5.126 -0.893
F 3.372 5.688 0.047
F 4.164 3.796 -0.664
F 3.556 5.324 -2.065
H 6.724 8.170 1.252
H 8.416 8.089 0.729
H 7.111 8.124 -0.464
H 7.662 5.864 1.526
H 8.002 5.787 -0.196
C -9.937 4.603 5.842
C -10.077 6.071 6.183
O -10.217 6.263 7.600
C -9.088 6.249 8.295
O -7.989 6.091 7.858
C -9.390 6.513 9.780
F -10.433 5.793 10.195
F -9.675 7.805 9.962
F -8.343 6.205 10.530
H -10.776 4.036 6.247
H -9.910 4.467 4.761
H -9.024 4.188 6.267
H -10.980 6.482 5.739
H -9.234 6.652 5.810
C -3.650 0.679 -9.806
C -4.683 -0.380 -9.492
O -4.434 -0.989 -8.205
C -4.867 -0.325 -7.154
O -5.441 0.723 -7.146
C -4.564 -1.123 -5.877
F -3.321 -1.601 -5.872
F -5.401 -2.156 -5.754
F -4.712 -0.345 -4.802
H -2.645 0.262 -9.741
H -3.804 1.069 -10.810
H -3.709 1.508 -9.101
H -4.627 -1.192 -10.212
H -5.694 0.021 -9.524
C 6.237 -0.359 3.185
C 6.292 -1.247 4.409
O 6.607 -2.607 4.052
C 7.888 -2.873 3.859
O 8.801 -2.112 3.951
C 8.057 -4.363 3.526
F 7.153 -4.774 2.630
F 7.906 -5.115 4.623
F 9.263 -4.601 3.030
H 5.534 -0.761 2.455
H 5.920 0.646 3.463
H 7.211 -0.293 2.702
H 5.319 -1.290 4.893
H 7.009 -0.879 5.142
C 11.194 -3.914 0.718
C 11.831 -2.567 0.464
O 11.806 -2.231 -0.938
C 10.670 -1.729 -1.390
O 9.676 -1.528 -0.760
C 10.817 -1.382 -2.881
F 11.418 -2.365 -3.552
F 11.551 -0.273 -3.022
F 9.629 -1.167 -3.432
H 11.670 -4.684 0.110
H 11.292 -4.183 1.767
H 10.135 -3.902 0.461
H 12.882 -2.584 0.743
H 11.350 -1.780 1.044

Atomic partial charges in e from the Mulliken method, atoms 1 to 4:
1 C -0.4134
2 C -0.3549
3 O -0.1392
4 C 0.4371

***

Here is a 2-piece molecular cluster, C4H8NS2 overall at a distorted geometry from the OMol25 dataset. Energies are from ωB97M-V/def2-TZVPD.

## Properties
LUMO energy (eV): -4.037
Relative energy (zero: lowest compared OMol25 entry of this formula, charge and spin) (kJ/mol): 444.93
Charge: +1

Atoms and positions in Å:
C -0.043 -0.122 1.209
C -0.197 -1.287 0.839
C 2.070 -0.800 -0.762
C -0.757 -2.497 0.438
N -0.971 2.638 -0.494
S 0.924 1.210 1.324
S 2.561 0.537 -0.150
H -0.549 2.535 -1.406
H 2.492 -1.478 -1.581
H -0.925 -2.737 -0.580
H -1.734 -2.746 1.006
H -0.092 -3.444 0.603
H -0.245 2.061 0.103
H -1.919 2.529 -0.506
H -0.614 3.600 -0.043

Atomic partial charges in e from the Mulliken method, atoms 1 to 4:
1 C -0.0483
2 C 0.6878
3 C -0.1749
4 C -1.1805

***

Here is C29H36HgN8 as an isolated structure at a distorted geometry from the OMol25 dataset. Energies are from ωB97M-V/def2-TZVPD.

## Properties
LUMO energy (eV): 4.722
Relative energy (zero: lowest compared OMol25 entry of this formula, charge and spin) (kJ/mol): 367.99
Charge: -2

Atoms and positions in Å:
Hg 0.791 -1.793 2.266
N 2.670 0.061 1.442
N 3.184 0.712 -1.344
C -2.619 0.424 -0.036
C -2.191 1.732 -0.381
C -2.322 2.556 0.769
C -1.966 3.983 0.844
H -2.202 4.482 -0.110
H -0.879 4.083 1.031
H -2.526 4.474 1.659
C -2.836 1.755 1.823
C -3.140 2.194 3.197
H -3.273 3.289 3.231
H -2.321 1.918 3.889
H -4.067 1.714 3.565
C -3.005 0.435 1.327
C -3.470 -0.726 2.105
H -2.651 -1.197 2.665
H -3.907 -1.495 1.460
H -4.225 -0.427 2.840
C -1.679 2.160 -1.696
H -1.857 3.231 -1.852
H -2.166 1.611 -2.512
H -0.590 2.005 -1.780
C -2.635 -0.750 -0.925
H -1.693 -1.305 -0.904
H -2.797 -0.463 -1.965
H -3.420 -1.456 -0.647
C 2.645 -0.264 2.813
H 1.945 0.316 3.474
C 3.856 -0.644 3.397
H 3.808 -1.181 4.353
C 5.056 -0.327 2.769
H 5.995 -0.587 3.229
C 5.074 0.343 1.550
H 5.973 0.707 1.058
C 3.888 0.545 0.863
C 3.923 1.255 -0.339
H 4.550 2.083 -0.608
C 2.563 -0.521 -1.302
C 2.934 1.337 -2.579
H 3.388 2.271 -2.855
C 2.179 0.498 -3.285
H 1.809 0.645 -4.292
N 1.880 -0.626 -2.475
C 0.895 -1.602 -2.723
C -0.230 -1.393 -3.557
C -1.152 -2.444 -3.700
H -1.982 -2.339 -4.407
C -1.054 -3.610 -2.940
C -2.060 -4.707 -3.096
H -2.884 -4.630 -2.376
H -1.603 -5.688 -2.944
H -2.492 -4.684 -4.100
C -0.011 -3.737 -2.019
H 0.061 -4.618 -1.381
C 0.974 -2.747 -1.910
C 2.069 -2.914 -0.943
H 2.531 -1.802 -0.650
H 2.851 -3.570 -1.349
H 1.700 -3.456 -0.058
C -0.558 -0.116 -4.256
H -0.037 -0.017 -5.220
H -0.364 0.773 -3.645
H -1.632 -0.110 -4.500
N 0.421 3.271 3.183
N 0.536 2.622 1.960
N -0.503 0.882 4.649
C -0.784 -0.214 4.913
N 1.606 0.882 1.029
N 1.099 1.473 2.074
H 0.170 2.611 3.940
H -0.209 4.075 3.089
H -1.032 -1.245 5.205

Atomic partial charges in e from the Mulliken method, atoms 1 to 4:
1 Hg 0.0932
2 N 0.9624
3 N 0.3280
4 C 0.8841

***

Here is a 2-piece molecular cluster, C3H3N5O overall at a distorted geometry from the OMol25 dataset. Energies are from ωB97M-V/def2-TZVPD.

## Properties
LUMO energy (eV): -2.760
Relative energy (zero: lowest compared OMol25 entry of this formula, charge and spin) (kJ/mol): 615.12
Charge: 0

Atoms and positions in Å:
C -2.814 -0.275 -0.113
C -1.388 0.148 0.069
C 0.787 -0.582 -0.199
H -1.420 0.888 1.043
H -1.095 0.908 -0.761
H 1.266 1.627 0.856
N -3.964 -0.583 -0.238
N -0.378 -0.976 0.050
N 1.431 0.621 -0.504
N 2.671 0.478 -0.059
N 3.026 -0.776 -0.048
O 1.878 -1.479 -0.097

Atomic partial charges in e from the Mulliken method, atoms 1 to 4:
1 C 0.1010
2 C -0.1456
3 C 0.6842
4 H 0.2157